317
Properties=species:S:1:pos:R:3:mulliken_charge:R:1 method="wB97M-V/def2-TZVPD" homo_lumo_gap_ev=1.614 total_charge=+5 homo_ev=-11.81
C 9.56122 -3.71447 -2.16454 -0.18
O 8.12598 -3.67875 -2.40936 -0.31
O 10.29381 -3.39185 -3.35048 -0.79
C 9.97956 -3.15567 -0.78291 0.75
F 11.33581 -3.24256 -0.65699 -0.27
F 9.66651 -1.85937 -0.69167 -0.23
F 9.33561 -3.69959 0.26253 -0.29
C 7.50197 -2.44842 -2.89935 0.75
C 6.00847 -2.64793 -2.71254 -1.10
H 5.68735 -3.62360 -3.07730 0.44
H 5.70265 -2.80873 -1.67875 0.09
H 5.42272 -1.81837 -3.10856 0.26
H 7.69139 -2.27486 -3.95864 0.18
H 7.87441 -1.52791 -2.44986 -0.47
H 9.60893 -4.80012 -2.07968 0.21
C -5.59030 -2.90112 -2.88260 0.19
O -4.97933 -1.63371 -2.56417 0.08
O -6.36462 -3.26604 -1.72709 -0.76
C -6.22839 -2.82325 -4.30394 0.79
F -6.65719 -4.01138 -4.79914 -0.29
F -7.31390 -2.05239 -4.27685 -0.26
F -5.36059 -2.40649 -5.19414 -0.24
C -3.63084 -1.44549 -2.80128 0.08
C -3.26970 0.00732 -2.82112 -0.24
H -2.21088 0.23511 -2.94417 0.08
H -3.80310 0.51703 -3.62349 0.51
H -3.61079 0.38959 -1.85904 -0.50
H -3.25129 -1.82911 -3.74832 0.21
H -3.03098 -1.91174 -2.01970 -0.26
H -4.85679 -3.70425 -2.95363 -0.50
C 1.25805 -7.31582 -3.65413 -0.05
O 1.32051 -6.28177 -2.72861 0.09
O 0.53301 -8.27849 -3.00847 -0.96
C 0.84388 -6.79334 -5.05731 0.75
F 1.24421 -5.52195 -5.23128 -0.28
F 1.39214 -7.50205 -6.06683 -0.30
F -0.48886 -6.81076 -5.37155 -0.29
C 2.55748 -5.64493 -2.58980 -0.75
C 2.35417 -4.33494 -1.74100 0.34
H 3.22220 -3.67948 -1.81170 0.19
H 1.44723 -3.85641 -2.11056 -0.35
H 2.30338 -4.54174 -0.67201 -0.22
H 2.92646 -5.22238 -3.52437 0.35
H 3.38250 -6.18210 -2.12195 0.30
H 2.23875 -7.77129 -3.79146 0.32
C -1.12376 0.55661 0.70532 0.39
C 0.37633 0.47968 0.58074 1.99
C 0.77383 -0.28575 -0.70430 -0.25
O 1.05411 1.69839 0.76933 0.56
H -1.45908 1.04137 1.62221 0.13
H -1.60659 -0.39268 0.47337 -0.36
H -1.50658 1.15120 -0.12414 -0.52
H 0.76497 -0.13926 1.38943 -1.57
H 0.26126 -1.24679 -0.74631 0.05
H 1.83017 -0.55077 -0.74934 0.08
H 0.60406 0.31614 -1.59705 -0.77
C -2.27518 8.75855 0.97563 -1.71
C -2.96837 7.49673 0.48669 1.01
C -2.51395 6.41275 1.36577 -0.58
O -4.32620 7.79879 0.46032 -0.97
H -2.54969 9.02442 1.99643 0.41
H -2.53234 9.64320 0.39310 0.39
H -1.19709 8.71546 0.82074 0.33
H -2.56604 7.18491 -0.47716 -0.04
H -2.72304 6.80385 2.36147 0.66
H -1.45538 6.15543 1.40207 0.06
H -3.22088 5.61533 1.13670 -0.35
C 0.26182 1.44563 -4.43470 -0.53
O 0.63067 2.02335 -5.62902 -0.45
C 0.12346 3.36339 -5.74938 -0.17
C 0.73110 4.10416 -6.95630 -1.07
N 2.24007 4.20031 -6.73590 -0.13
H 2.18932 4.90385 -6.01301 0.39
H 2.49405 3.35554 -6.24401 0.32
C 3.14560 4.55718 -7.86533 -0.61
C 4.61182 4.29944 -7.41628 -0.56
O 4.75072 2.91454 -7.11873 -0.36
C 6.09207 2.52097 -6.67938 -0.99
H 0.65050 0.42752 -4.45651 0.48
H -0.81307 1.26914 -4.47405 0.72
H 0.47147 1.87847 -3.45654 -0.41
H 0.55273 3.95086 -4.93778 0.08
H -0.96429 3.43317 -5.74461 0.59
H 0.34217 5.11401 -7.08685 0.46
H 0.58568 3.60631 -7.91499 0.45
H 2.87088 5.57429 -8.14486 0.42
H 2.81521 3.89261 -8.66363 0.34
H 4.95534 4.93517 -6.60023 0.39
H 5.22541 4.45595 -8.30347 0.46
H 6.40236 3.01184 -5.75695 0.30
H 6.83716 2.66114 -7.46251 0.45
H 6.12099 1.44493 -6.50793 0.40
C -6.08681 3.29981 2.85401 -0.50
O -5.64261 4.07328 1.76355 -0.29
C -6.02661 3.52865 0.51082 -0.15
C -5.91292 4.62676 -0.61351 -0.97
N -6.40893 6.03032 -0.20699 0.20
H -5.64332 6.55567 0.19045 0.20
H -6.68266 6.65305 -0.95357 0.40
C -7.56690 6.24298 0.84888 -0.27
C -8.87895 6.49199 0.04106 -0.88
O -9.08341 5.47958 -0.90525 -0.16
C -10.02797 5.79835 -2.03214 -0.90
H -7.10211 3.55083 3.16104 0.33
H -5.44024 3.48728 3.71127 0.26
H -5.98614 2.24425 2.60151 -0.04
H -7.05443 3.17097 0.57208 0.69
H -5.38950 2.66016 0.34378 0.07
H -6.67151 4.32644 -1.33632 0.18
H -4.92669 4.86719 -1.01055 0.39
H -7.30705 7.21518 1.26771 0.40
H -7.72109 5.44673 1.57711 0.08
H -8.72684 7.40488 -0.53478 0.50
H -9.76284 6.60672 0.66848 0.43
H -10.96975 6.25382 -1.72601 0.35
H -10.30377 4.96243 -2.67500 0.27
H -9.54963 6.47533 -2.73994 0.36
C 4.72280 -1.93133 1.83570 -0.70
O 4.96103 -0.65248 2.54662 -0.37
C 4.48545 0.47169 1.84742 1.26
C 4.41671 1.70097 2.76907 -1.02
N 3.48437 2.78557 2.34351 0.93
H 3.97840 3.20894 1.57100 0.49
H 2.64873 2.40269 1.92494 -1.26
C 3.22096 3.82369 3.42204 -0.38
C 2.50170 5.01813 2.72776 -1.12
O 1.38551 4.75560 1.86663 -0.26
C 0.28026 4.25664 2.57285 0.44
H 4.89898 -2.70887 2.57899 0.32
H 5.40963 -2.14282 1.01617 0.32
H 3.67616 -2.02886 1.54739 0.16
H 3.51334 0.25986 1.40219 -0.56
H 5.06086 0.64023 0.93713 -0.09
H 5.39307 2.14161 2.97070 0.61
H 3.98366 1.39081 3.72006 0.17
H 4.20364 3.98764 3.86427 0.63
H 2.52175 3.44330 4.16670 0.21
H 3.29399 5.46299 2.12569 0.38
H 2.33716 5.85878 3.40181 0.48
H -0.44922 4.07714 1.78307 -0.27
H -0.13101 4.87741 3.36883 0.80
H 0.51370 3.27328 2.98101 -1.05
C -0.85182 -3.71435 -3.47709 -0.74
O -1.11761 -4.25860 -2.15102 0.78
C -2.12053 -5.27324 -2.28024 -0.03
C -2.10705 -6.18129 -1.02829 -0.12
N -0.64860 -6.61702 -0.65321 0.74
H -0.25964 -7.10146 -1.44953 0.17
H -0.07356 -5.79890 -0.51139 -0.44
C -0.52951 -7.57916 0.56031 -0.15
C 0.91392 -7.66858 1.06922 -0.87
O 1.43053 -6.31171 1.14050 0.13
C 2.56352 -6.16270 1.95628 -1.08
H -0.20324 -4.34919 -4.08078 -0.04
H -0.22996 -2.81917 -3.48412 0.01
H -1.79981 -3.48369 -3.96309 0.48
H -2.09473 -5.93489 -3.14606 0.50
H -3.08811 -4.77138 -2.28113 -0.42
H -2.72797 -7.07262 -1.11817 0.75
H -2.64560 -5.69470 -0.21509 -0.62
H -0.96473 -8.53560 0.27068 0.55
H -1.18842 -7.09989 1.28437 -0.35
H 1.54340 -8.40841 0.57473 0.52
H 0.87466 -8.02797 2.09752 0.53
H 2.91530 -5.13572 2.05462 0.12
H 3.38523 -6.72885 1.51768 0.34
H 2.45785 -6.42967 3.00778 0.42
C -4.14687 -3.70909 1.17682 -0.03
O -3.72225 -2.89139 2.30989 0.40
C -4.00988 -1.51323 2.14669 1.25
C -3.33049 -0.68256 3.32791 -1.01
N -4.01996 -1.03497 4.62112 0.39
H -4.99735 -1.17149 4.40626 0.41
H -3.54565 -1.87901 4.90871 0.29
C -3.90448 -0.04183 5.73744 -1.06
C -2.51674 0.32867 6.17886 -0.51
O -1.76174 1.13338 5.22040 0.18
C -1.21224 2.32174 5.66577 -0.40
H -4.12926 -4.70894 1.61051 0.11
H -3.51184 -3.66397 0.29206 0.13
H -5.16525 -3.48848 0.85692 -0.53
H -5.08012 -1.31373 2.09303 -0.53
H -3.58339 -1.12767 1.22066 -0.31
H -3.49083 0.38180 3.15611 0.42
H -2.28018 -0.92268 3.49307 -0.15
H -4.47459 -0.47522 6.55917 0.59
H -4.45581 0.83307 5.39293 0.35
H -1.92405 -0.50138 6.56333 0.28
H -2.79672 0.91973 7.05084 0.54
H -0.75004 2.75076 4.77671 -0.19
H -0.39707 2.10025 6.35464 0.24
H -1.93961 3.01640 6.08584 0.41
C -3.06470 3.39687 -2.76255 -1.05
O -1.65390 3.61278 -2.49107 -0.01
C -1.41166 4.40000 -1.35481 -0.20
C 0.11155 4.82188 -1.21936 -0.89
N 1.12704 3.67523 -1.29978 2.77
H 0.95531 3.02061 -0.55006 -0.72
H 0.94527 3.11432 -2.11981 -0.95
C 2.63197 4.00976 -1.34159 -1.10
C 3.46717 2.76853 -1.65171 0.03
O 2.92430 2.27283 -2.87870 0.20
C 3.63206 1.14085 -3.37865 -0.77
H -3.53066 2.76259 -2.00845 0.27
H -3.10916 2.84967 -3.70420 0.38
H -3.72781 4.23602 -2.97277 0.42
H -1.59894 3.78025 -0.47792 0.06
H -2.03755 5.28777 -1.26411 0.38
H 0.27584 5.26916 -0.23903 0.23
H 0.50349 5.38217 -2.06822 0.44
H 2.86477 4.36741 -0.33859 -0.11
H 2.69375 4.88726 -1.98524 0.42
H 3.34109 2.01529 -0.87401 -0.02
H 4.52154 3.03116 -1.73801 0.55
H 4.57394 1.40575 -3.85904 0.12
H 2.97058 0.64829 -4.09134 0.40
H 3.78648 0.46166 -2.54022 0.21
C -11.40802 -0.75450 1.71644 -0.84
O -10.32089 -0.89307 0.84954 -0.30
C -9.61508 -2.10458 0.82708 -0.83
C -8.13187 -1.83749 0.39494 0.54
N -7.62147 -0.47886 0.83670 -0.21
H -8.33792 0.22520 0.94208 0.61
H -7.39028 -0.52357 1.81887 0.46
C -6.35937 -0.10294 0.01462 0.73
C -6.81823 0.49946 -1.33305 -1.11
O -7.74951 1.58199 -1.16181 -0.33
C -8.42525 1.93780 -2.32509 -0.69
H -12.29487 -1.37498 1.58755 0.33
H -11.87860 0.22786 1.75668 0.29
H -11.05734 -0.94697 2.73039 0.33
H -9.98609 -2.86813 0.14339 0.41
H -9.52511 -2.52040 1.83062 0.32
H -8.09425 -1.75117 -0.69099 0.13
H -7.41487 -2.56204 0.78101 -0.41
H -5.71921 -0.97337 -0.12908 -0.56
H -5.84263 0.55649 0.71193 0.26
H -7.22552 -0.23038 -2.03272 0.60
H -5.95779 0.79815 -1.93183 0.56
H -7.83367 2.22371 -3.19479 0.35
H -8.95002 2.87635 -2.14660 0.01
H -9.20667 1.21858 -2.57041 0.39
C -7.41868 -4.31598 3.79710 -0.59
O -6.02331 -4.72620 3.75838 -0.12
C -5.60767 -5.48868 4.86205 -0.65
C -4.32690 -6.20538 4.46229 -0.79
N -3.21611 -5.24854 4.12857 0.48
H -3.42808 -4.76425 3.26797 -1.05
H -3.22401 -4.65283 4.94414 0.37
C -1.85458 -5.88209 3.91157 -0.95
C -0.86607 -4.81231 3.38249 -0.36
O -1.23632 -4.34820 2.06659 1.11
C -0.40913 -3.54171 1.31664 0.22
H -7.72189 -3.70300 2.94833 -0.17
H -7.58343 -3.75488 4.71696 0.43
H -7.99554 -5.24082 3.80099 0.42
H -6.30793 -6.30404 5.04355 0.48
H -5.52382 -4.70659 5.61664 0.37
H -4.54754 -6.70399 3.51846 0.42
H -4.01148 -6.90064 5.24026 0.48
H -1.93103 -6.78387 3.30408 0.47
H -1.59397 -6.14805 4.93600 0.55
H 0.13362 -5.24051 3.30917 0.15
H -0.84702 -3.90623 3.98809 0.20
H 0.60742 -3.70487 1.67454 0.37
H -0.64559 -2.47816 1.34887 0.04
H -0.41234 -3.90469 0.28885 -1.11
C 6.84284 0.81731 -1.38447 -0.73
O 7.69419 0.81959 -2.56609 -0.02
C 7.84800 2.05153 -3.24419 -0.08
C 8.68359 2.02671 -4.53583 -1.50
N 10.13671 1.60396 -4.31471 -0.03
H 10.56150 1.52453 -5.22759 0.46
H 10.54317 2.40161 -3.84711 0.44
C 10.40664 0.29273 -3.56417 -0.28
C 11.87296 -0.07863 -3.81062 -0.57
O 12.71069 0.93646 -3.27378 -0.35
C 13.95355 0.55016 -2.69431 -0.73
H 7.15842 1.71554 -0.85373 0.58
H 7.21260 -0.04407 -0.82824 0.34
H 5.79239 0.98677 -1.62092 -0.21
H 8.29558 2.71340 -2.50276 0.52
H 6.87788 2.47377 -3.50628 0.12
H 8.79142 2.97160 -5.06842 0.45
H 8.16845 1.39435 -5.25892 0.53
H 9.71451 -0.47490 -3.91031 0.00
H 10.35686 0.49047 -2.49341 0.15
H 11.97496 -0.26026 -4.88053 0.34
H 11.94923 -1.03441 -3.29221 0.54
H 14.62043 1.40904 -2.76973 0.26
H 14.32714 -0.35657 -3.17009 0.34
H 13.83430 0.39286 -1.62233 0.28
C 1.23279 -0.63744 4.16428 0.35
O 1.99410 -0.80208 5.35747 -0.43
C 1.57201 -0.21620 6.65137 0.06
C 2.68218 -0.66739 7.69386 -1.09
N 4.11653 -0.42086 7.09045 -0.11
H 4.05154 -1.01619 6.27716 0.37
H 4.17498 0.52022 6.72844 0.25
C 5.32373 -0.47728 8.08383 -0.54
C 6.46056 0.42212 7.72690 -0.62
O 6.89596 0.26793 6.36876 -0.28
C 7.77673 1.29668 5.85395 -0.85
H 0.28565 -1.16576 4.27337 -0.04
H 1.74977 -1.15567 3.35665 -0.03
H 1.15660 0.41134 3.87729 -0.09
H 0.59793 -0.56697 6.99231 0.12
H 1.59926 0.87262 6.60870 0.27
H 2.64278 -1.65492 8.15356 0.46
H 2.47172 -0.02616 8.54980 0.46
H 5.60851 -1.52888 8.11760 0.41
H 4.74803 -0.22063 8.97309 0.32
H 7.30430 0.26497 8.39884 0.50
H 6.15183 1.43594 7.98179 0.39
H 8.75294 1.14451 6.31433 0.37
H 7.51197 2.34017 6.02461 0.38
H 7.91107 1.23920 4.77379 0.24